# C5H12Cl2O4PdSSe2

A structure of composition C5H12Cl2O4PdSSe2 in a non-equilibrium geometry (ωB97M-V/def2-TZVPD, the OMol25 dataset).

Multiplicity: 3
Max |F| in eV Å⁻¹: 2.6
LUMO level (alpha / beta) in eV: -0.057 / -1.145
Expectation value of S²: 2.01
Relative energy (zero: lowest compared OMol25 entry of this formula, charge and spin) in kcal/mol: 7.9
E in eV: -183620.1937
Frontier orbital gap (alpha / beta) in eV: 8.0335 / 7.8551

Each line ends with the Löwdin spin population.
Cartesian coordinates (Å):
Pd -0.35 0.84 -0.33  1.2125
C -1.98 -1.83 1.29  0.0107
Se -1.62 -1.46 -0.58  0.1345
C 0.07 -2.51 -0.72  0.0029
C 1.24 -1.96 0.07  0.0056
Se 1.90 -0.19 -0.57  0.0858
C 2.50 0.55 1.14  0.0047
H -2.03 -2.91 1.44  0.0037
H -2.93 -1.36 1.52  -0.0001
H -1.21 -1.35 1.90  0.0009
H 0.31 -2.55 -1.79  0.0002
H -0.16 -3.51 -0.36  0.0016
H 2.08 -2.66 -0.02  0.0020
H 0.98 -1.82 1.12  -0.0003
H 3.21 -0.13 1.61  0.0017
H 1.62 0.71 1.76  0.0001
H 2.98 1.50 0.90  -0.0001
Cl 0.78 2.97 -1.90  0.0055
C -0.03 2.28 -3.34  -0.0004
Cl -1.39 1.31 -2.73  0.0458
H 0.67 1.63 -3.86  0.0000
H -0.41 3.08 -3.97  0.0003
O -1.86 2.53 2.69  0.0345
S -1.29 1.92 1.54  -0.0080
O -2.28 1.45 0.53  0.1487
O -0.48 0.68 1.88  0.1985
O -0.32 2.78 0.80  0.1087